Entry 1:
C2H5O2S2 as an isolated structure in a non-equilibrium geometry. Source: the Open Molecules 2025 dataset; level of theory: ωB97M-V with the def2-TZVPD basis set.

Summary:
Total energy, Eh: -1026.032347
HOMO level, Ha: -0.1425
Frontier orbital gap, eV: 7.355
Relative energy (zero: lowest compared OMol25 entry of this formula, charge and spin), kJ/mol: 276.8
Net charge: -1
LUMO energy, eV: 3.5

Each line ends with the Mulliken charge.
Element x y z (Å)
C -0.48 0.79 1.03  -1.160
C 0.43 -0.01 0.17  -0.376
O -1.32 0.75 -1.73  -0.639
O 1.12 0.44 -2.32  -0.639
S 0.12 -2.32 0.78  -0.375
S -0.14 -0.19 -1.76  0.582
H -1.43 0.80 0.64  0.416
H -0.23 1.84 1.02  0.330
H -0.63 0.31 1.98  0.325
H 1.52 -0.10 0.37  0.455
H 1.04 -2.31 -0.19  0.082

Entry 2:
One molecule with the formula C3H3BrF2 in a non-equilibrium geometry. Source: the Open Molecules 2025 dataset; level of theory: ωB97M-V with the def2-TZVPD basis set.

Summary:
Total energy, Eh: -2889.775057
HOMO level, Ha: -0.3650
Frontier orbital gap, eV: 10.633
Relative energy (zero: lowest compared OMol25 entry of this formula, charge and spin), kJ/mol: 151.2
Structure (SMILES): C=C(F)[C@@H](F)Br
LUMO energy, eV: 0.7

Each line ends with the Mulliken charge.
Element x y z (Å)
C -1.16 0.98 -0.35  -0.706
C -0.54 -0.06 0.24  0.313
F -1.20 -0.79 1.14  -0.256
C 1.11 -0.73 -0.01  0.078
F 1.05 -1.48 -1.07  -0.186
Br 2.37 0.71 0.12  -0.087
H -2.07 1.24 0.15  0.304
H -0.56 1.53 -1.10  0.248
H 1.01 -1.39 0.88  0.292

Entry 3:
C20H19LiN3O2 as an isolated structure in a non-equilibrium geometry. Source: the Open Molecules 2025 dataset; level of theory: ωB97M-V with the def2-TZVPD basis set.

Summary:
Total energy, Eh: -1095.868319
HOMO level, Ha: -0.1285
Frontier orbital gap, eV: 5.833
Net charge: -1
LUMO energy, eV: 2.3

Each line ends with the Mulliken charge.
Element x y z (Å)
Li 0.10 -0.73 -0.43  0.735
O -0.76 6.23 -0.14  -0.724
C 0.33 5.63 -0.06  0.452
O 1.48 6.10 -0.15  -0.738
C 0.14 4.09 -0.08  0.154
C -1.12 3.48 -0.16  -1.216
C -1.18 2.12 0.02  0.939
N -0.05 1.36 0.18  -0.630
C 1.17 1.94 0.09  0.950
C 1.32 3.33 0.00  -0.857
C 2.32 1.05 0.15  0.693
C 3.63 1.51 0.43  -1.030
C 4.65 0.63 0.26  -0.244
C 4.41 -0.70 -0.13  -0.907
C 3.13 -1.07 -0.29  -0.003
N 2.08 -0.23 -0.14  -0.123
C -2.42 1.27 0.06  0.349
C -3.61 1.75 0.60  -0.606
C -4.78 1.00 0.51  -0.628
C -4.68 -0.16 -0.21  -0.642
C -3.44 -0.68 -0.58  -0.206
N -2.35 0.03 -0.46  -0.276
H -1.95 4.10 -0.08  0.612
H 2.30 3.83 -0.04  0.400
H 3.83 2.53 0.78  0.326
H 5.64 0.91 0.42  0.494
H 5.19 -1.39 -0.28  0.441
H 2.80 -2.07 -0.66  0.259
H -3.46 2.73 1.08  0.378
H -5.73 1.39 0.82  0.419
H -5.55 -0.77 -0.37  0.345
H -3.34 -1.58 -1.01  0.585
C 1.22 -4.03 0.53  -1.457
C -0.07 -3.86 -0.30  1.344
C -1.24 -3.68 0.68  -1.428
C 0.11 -2.66 -1.23  -1.947
H 1.12 -4.90 1.21  0.458
H 1.39 -3.24 1.25  0.214
H 2.13 -4.16 -0.05  0.340
H -0.26 -4.82 -0.94  0.158
H -1.25 -2.71 1.08  0.255
H -1.24 -4.40 1.45  0.453
H -2.12 -3.82 0.07  0.249
H -0.75 -2.41 -1.84  0.421
H 0.87 -2.96 -2.04  0.242

Entry 4:
A 8-piece molecular cluster, C32H84F6N6O10 overall in a non-equilibrium geometry. Source: the Open Molecules 2025 dataset; level of theory: ωB97M-V with the def2-TZVPD basis set.

Summary:
Total energy, Eh: -2948.141031
HOMO level, Ha: -0.3950
Frontier orbital gap, eV: 1.449
Net charge: +4
LUMO energy, eV: -9.3

Each line ends with the Mulliken charge.
Element x y z (Å)
C -20.78 -9.14 -7.90  -1.083
C -21.60 -10.16 -8.70  -0.252
C -20.83 -11.49 -8.72  -0.131
O -21.61 -12.54 -9.17  -0.512
C -21.84 -12.69 -10.58  -0.491
N -23.05 -10.27 -8.15  -0.123
H -23.40 -11.06 -8.69  0.408
H -22.97 -10.53 -7.17  0.371
H -23.70 -9.49 -8.19  0.342
H -21.32 -8.24 -7.59  0.306
H -19.81 -8.92 -8.33  0.009
H -20.54 -9.51 -6.89  0.452
H -21.78 -9.89 -9.74  0.338
H -20.51 -11.71 -7.70  0.376
H -19.95 -11.32 -9.35  0.131
H -20.98 -12.79 -11.24  0.183
H -22.46 -11.84 -10.88  0.300
H -22.35 -13.65 -10.62  0.252
C -20.23 -5.19 -6.74  -1.265
C -19.47 -5.46 -5.46  0.140
C -19.42 -6.92 -5.09  -0.219
O -18.33 -7.26 -4.22  -0.378
C -18.35 -8.62 -3.78  -0.698
N -18.01 -5.07 -5.75  0.116
H -17.91 -4.08 -5.96  0.256
H -17.50 -5.02 -4.86  0.391
H -17.55 -5.73 -6.39  0.017
H -19.60 -5.52 -7.57  0.238
H -20.43 -4.13 -6.91  0.386
H -21.14 -5.78 -6.75  0.348
H -19.83 -4.91 -4.59  0.438
H -19.35 -7.42 -6.07  -0.130
H -20.40 -7.34 -4.87  0.662
H -17.86 -9.28 -4.51  0.181
H -19.34 -9.07 -3.81  0.331
H -17.90 -8.65 -2.80  0.299
C -14.74 -0.89 -8.27  -1.556
C -15.27 -1.66 -7.04  0.141
C -14.29 -2.73 -6.58  -0.542
O -14.91 -3.51 -5.52  -0.218
C -13.95 -4.04 -4.61  -0.862
N -15.75 -0.80 -5.88  -0.148
H -15.02 -0.55 -5.21  0.368
H -16.07 0.11 -6.22  0.398
H -16.49 -1.25 -5.34  0.325
H -15.50 -0.19 -8.65  0.441
H -14.52 -1.61 -9.05  0.418
H -13.91 -0.22 -8.03  0.430
H -16.19 -2.06 -7.45  0.116
H -13.30 -2.29 -6.43  0.543
H -14.24 -3.50 -7.34  0.188
H -13.25 -3.28 -4.28  0.379
H -13.40 -4.88 -5.05  0.273
H -14.43 -4.52 -3.76  0.312
C -9.86 -5.02 -7.57  -1.428
C -8.47 -4.37 -7.48  0.237
C -7.44 -5.02 -8.35  -0.803
O -6.15 -4.61 -7.99  -0.322
C -5.15 -4.94 -8.95  -0.735
N -8.56 -2.90 -7.94  -0.243
H -8.68 -2.85 -8.95  0.378
H -9.39 -2.53 -7.47  0.277
H -7.80 -2.36 -7.50  0.381
H -10.69 -4.52 -7.08  0.427
H -9.76 -5.97 -7.04  0.321
H -10.05 -5.25 -8.62  0.400
H -8.00 -4.32 -6.50  0.360
H -7.57 -4.77 -9.41  0.404
H -7.52 -6.11 -8.30  0.431
H -5.48 -4.75 -9.98  0.346
H -4.78 -5.96 -8.92  0.303
H -4.31 -4.26 -8.79  0.273
C -11.52 -8.05 -4.23  -1.206
C -11.43 -9.42 -3.48  0.113
C -12.48 -10.42 -3.84  -0.677
O -12.22 -10.95 -5.10  -0.349
C -13.10 -11.91 -5.64  -0.907
N -10.04 -10.03 -3.75  -0.342
H -9.29 -9.35 -3.64  0.342
H -9.85 -10.88 -3.21  0.366
H -9.93 -10.35 -4.72  0.341
H -11.27 -8.22 -5.28  0.354
H -10.87 -7.26 -3.86  0.434
H -12.58 -7.80 -4.20  0.273
H -11.36 -9.25 -2.41  0.335
H -13.46 -10.00 -3.58  0.374
H -12.45 -11.19 -3.06  0.539
H -12.95 -11.99 -6.72  0.311
H -14.16 -11.64 -5.68  0.297
H -12.93 -12.89 -5.20  0.404
C -19.07 -7.28 -11.22  -1.596
C -17.68 -7.14 -11.85  0.487
C -17.57 -6.05 -12.89  -0.964
O -16.27 -5.96 -13.35  -0.317
C -16.11 -5.09 -14.46  -0.828
N -16.71 -6.81 -10.71  0.287
H -15.78 -7.02 -11.06  0.432
H -16.82 -5.84 -10.40  0.405
H -16.90 -7.31 -9.83  -0.621
H -19.46 -6.31 -10.94  0.434
H -19.05 -8.04 -10.43  0.174
H -19.58 -7.76 -12.06  0.543
H -17.18 -8.01 -12.26  0.257
H -18.07 -5.12 -12.58  0.426
H -18.26 -6.30 -13.71  0.507
H -16.38 -4.06 -14.23  0.337
H -16.63 -5.37 -15.38  0.339
H -15.06 -5.02 -14.75  0.272
C -16.54 -8.41 -7.47  -0.789
O -15.28 -8.11 -8.19  0.078
O -17.42 -7.35 -7.70  -0.493
C -16.99 -9.84 -7.96  0.463
F -17.66 -9.73 -9.10  0.104
F -15.98 -10.71 -8.11  -0.217
F -17.79 -10.29 -6.99  -0.261
C -14.10 -7.95 -7.44  0.258
C -13.07 -7.16 -8.21  -1.256
H -13.48 -6.17 -8.44  0.266
H -12.16 -7.01 -7.62  0.041
H -12.80 -7.56 -9.19  0.441
H -13.78 -8.92 -7.06  0.228
H -14.23 -7.24 -6.60  0.010
H -16.34 -8.33 -6.39  0.599
C -17.73 -12.10 -13.42  -0.110
O -16.44 -11.51 -13.06  -0.357
O -17.76 -13.40 -13.05  -0.859
C -18.81 -11.13 -12.96  0.663
F -18.46 -9.83 -13.19  -0.283
F -19.99 -11.26 -13.60  -0.311
F -19.07 -11.21 -11.64  -0.153
C -16.09 -11.53 -11.67  0.183
C -14.93 -10.51 -11.39  -0.849
H -14.51 -10.90 -10.47  0.206
H -14.26 -10.70 -12.23  0.560
H -15.38 -9.52 -11.36  -0.194
H -15.73 -12.53 -11.44  0.527
H -16.94 -11.21 -11.06  -0.335
H -17.63 -12.12 -14.51  0.269

> Number 4 is which compound?

C32H84F6N6O10